No. 1
50
Properties=species:S:1:pos:R:3 method="wB97M-V/def2-TZVPD" charge=+3 total_energy_ha=-3864.4803 spin_multiplicity=4 homo_ev="-16.95 / -17.36" s_squared=3.799 lumo_ev="-9.91 / -11.56"
Re -0.19 -0.09 0.63
Cl -0.09 -5.03 0.72
Cl 2.68 -6.49 0.85
Cl 2.32 -0.27 0.96
Cl 5.25 -4.78 1.01
Cl 5.12 -1.67 1.08
S -0.21 -0.25 -1.61
O 0.15 -2.15 0.73
N 0.19 2.04 0.60
N -0.03 1.46 -3.65
N 0.18 2.54 -1.78
C 2.49 -1.99 0.90
C 0.23 3.48 -2.83
C 1.36 -4.17 0.81
C -2.05 0.72 1.84
C 2.58 -4.80 0.87
C 0.73 3.79 2.18
C 0.34 2.92 -0.41
C -2.31 -2.07 1.95
C -2.53 0.00 0.74
C 1.28 -2.73 0.81
C 0.01 1.30 -2.33
C -2.67 -1.40 0.78
C 3.70 -2.59 0.96
C 0.85 4.69 1.13
C 0.41 2.50 1.86
C -0.21 0.36 -4.61
C 0.65 4.25 -0.16
C -3.24 -2.16 -0.37
C -1.59 0.02 2.96
C -1.75 -1.38 3.02
C 3.77 -4.03 0.94
C 0.11 2.80 -3.97
H -1.20 0.56 3.81
H 1.10 5.73 1.31
H -1.20 -0.08 -4.50
H 0.34 4.54 -2.71
H 0.89 4.08 3.21
H 0.10 3.16 -4.99
H -2.44 -3.14 2.00
H -2.67 -3.07 -0.55
H -4.26 -2.47 -0.13
H -2.98 0.51 -0.11
H -1.44 -1.91 3.91
H -0.11 0.75 -5.61
H 0.78 4.95 -0.96
H 0.54 -0.41 -4.46
H -3.28 -1.57 -1.29
H 0.32 1.77 2.65
H -2.04 1.80 1.82


No. 2
14
Properties=species:S:1:pos:R:3 method="wB97M-V/def2-TZVPD" total_energy_ha=-361.7367 spin_multiplicity=1 homo_ev=-7.12 lumo_ev=0.45
O -2.20 -0.53 1.14
O -1.13 1.35 0.41
N -0.17 -0.64 -0.09
C 0.25 1.58 -0.30
C 0.17 0.35 -1.17
C -1.35 0.11 0.59
C 0.92 -0.85 0.91
H 0.96 0.03 1.54
H 0.06 2.49 -0.88
H 0.71 -1.76 1.47
H 1.87 -0.92 0.38
H -0.66 0.26 -1.89
H 1.11 0.07 -1.65
H -0.52 -1.54 -0.44


No. 3
16
Properties=species:S:1:pos:R:3 method="wB97M-V/def2-TZVPD" charge=+3 total_energy_ha=-389.0618 spin_multiplicity=1 homo_ev="-23.98 / -23.98" lumo_ev="-18.23 / -18.23"
O -6.21 -0.81 2.43
O -4.02 -1.26 2.56
O -4.65 0.85 2.29
C -8.54 -0.51 2.37
C -4.37 -2.67 2.71
C -4.86 -0.32 2.42
C -7.18 -0.01 2.32
Li -3.17 2.05 2.14
H -9.04 -1.90 3.82
H -3.41 -3.18 2.80
H -8.60 -1.62 2.35
H -6.96 1.06 2.19
H -9.05 -0.21 1.43
H -4.97 -2.80 3.61
H -4.91 -3.00 1.81
H -9.09 0.07 3.13


No. 4
40
Properties=species:S:1:pos:R:3 method="wB97M-V/def2-TZVPD" charge=+2 total_energy_ha=-5287.5390 spin_multiplicity=1 homo_ev=-14.95 lumo_ev=-10.56
Cd 2.88 -0.57 2.73
Br 0.16 -2.16 -2.37
Cl 1.95 3.41 1.13
S -0.37 -0.84 2.71
P 1.91 1.63 1.93
Si -0.02 0.68 1.25
Si 1.16 -0.97 -0.81
O 3.87 1.74 -0.81
O 2.54 1.28 -1.15
O -3.35 -0.44 -1.46
O 0.05 0.16 -0.29
O 3.28 0.85 1.25
O -5.26 -1.60 -1.00
C -2.89 1.75 -0.64
C 2.65 -0.09 -1.51
C -2.63 1.31 0.78
C -1.35 1.96 1.37
C 1.78 -2.22 0.47
C -4.05 -1.47 -0.95
C 2.77 -3.19 -0.18
C -3.93 0.86 -1.29
H -2.49 0.24 0.75
H 3.50 -2.68 -0.78
H -3.48 1.50 1.41
H -1.31 -1.54 2.06
H -3.41 -2.20 -0.45
H 3.57 -0.49 -1.10
H 2.72 -0.22 -2.58
H -4.16 1.26 -2.25
H 3.98 2.56 -1.31
H -4.80 0.81 -0.66
H 2.24 -3.86 -0.83
H 0.99 -2.80 0.91
H -3.23 2.77 -0.68
H -1.98 1.65 -1.21
H -1.52 2.23 2.40
H 3.69 1.32 0.48
H -1.10 2.85 0.82
H 2.33 -1.72 1.32
H 3.31 -3.75 0.56


No. 5
166
Properties=species:S:1:pos:R:3 method="wB97M-V/def2-TZVPD" charge=-4 total_energy_ha=-13775.3836 spin_multiplicity=1 homo_ev=-1.80 lumo_ev=4.01
S -14.53 23.96 15.72
S -17.47 14.66 10.87
S -11.66 20.99 8.37
S -18.14 20.83 19.55
S -8.25 17.56 11.13
S -13.75 25.33 13.94
S -21.63 16.75 13.01
S -16.12 14.45 9.07
S -11.99 19.08 17.60
S -14.30 11.49 16.47
S -10.68 17.33 16.79
S -12.29 19.15 9.68
S -20.82 23.85 12.37
S -6.45 17.49 12.69
S -23.00 18.71 12.93
S -16.21 19.67 18.83
S -12.95 13.32 16.00
S -22.69 24.86 13.22
F -8.93 18.72 10.20
F -17.58 14.63 12.51
F -13.05 20.05 16.82
F -15.86 18.74 17.50
F -22.91 20.28 13.29
F -12.75 14.00 14.53
F -20.28 16.43 12.24
F -14.48 22.46 16.23
F -12.49 22.40 8.18
F -10.41 16.51 15.41
F -14.59 9.96 16.01
F -23.28 25.15 14.74
F -12.33 25.68 13.39
F -14.56 14.78 8.86
F -19.64 21.16 19.08
F -13.50 18.04 9.46
F -5.33 18.44 13.35
F -19.22 23.70 12.67
O -9.36 17.23 11.98
O -22.83 26.21 12.68
O -23.86 18.29 14.05
O -15.29 20.75 18.63
O -7.79 16.60 10.13
O -11.24 20.79 7.00
O -11.27 18.34 9.06
O -15.89 23.92 15.18
O -12.38 19.30 11.14
O -18.46 20.15 20.79
O -10.61 21.34 9.34
O -16.65 15.68 8.47
O -17.93 16.04 10.68
O -5.56 16.56 12.00
O -20.70 24.72 11.15
O -11.34 16.25 17.52
O -22.54 16.17 12.01
O -13.86 11.31 17.80
O -16.38 13.22 8.32
O -12.93 18.36 18.49
O -23.48 18.64 11.59
O -9.31 17.73 17.09
O -11.60 13.37 16.58
O -17.63 22.19 19.58
O -15.67 12.05 16.30
O -14.12 26.46 14.79
O -15.95 18.69 19.86
O -23.60 23.85 12.74
O -13.94 14.21 16.61
O -7.17 16.94 13.82
O -14.50 25.11 12.73
O -21.05 22.40 12.14
O -21.61 16.07 14.29
O -18.38 13.55 10.62
O -11.08 20.08 18.09
O -14.30 24.58 16.99
N -13.36 23.90 14.79
N -11.54 18.39 16.10
N -18.69 19.48 10.09
N -16.65 20.35 10.25
N -13.57 16.64 12.54
N -16.06 14.36 10.72
N -13.04 20.11 8.90
N -17.79 19.99 18.36
N -18.60 15.61 17.09
N -21.53 18.48 13.03
N -18.06 24.89 18.28
N -18.68 20.92 15.12
N -20.25 24.68 17.55
N -13.31 11.78 15.40
N -20.18 17.10 17.51
N -21.10 24.48 13.64
N -7.07 18.52 11.86
C -17.40 21.01 15.50
C -15.90 22.29 11.50
C -16.72 19.17 14.05
C -15.58 21.24 10.53
C -19.61 21.93 15.62
C -18.85 16.94 17.12
C -19.37 24.54 18.60
C -17.33 14.96 16.80
C -21.67 24.34 17.44
C -17.22 25.23 20.64
C -14.52 18.03 14.30
C -20.68 15.84 17.72
C -13.50 17.23 13.79
C -15.76 17.56 12.23
C -16.90 25.10 19.13
C -17.92 20.38 10.73
C -18.05 19.15 13.64
C -14.66 16.78 11.79
C -20.96 18.37 17.66
C -19.48 25.15 16.53
C -19.02 19.99 14.16
C -16.55 19.38 9.35
C -12.53 15.81 12.03
C -16.47 20.11 15.02
C -19.73 14.88 17.44
C -18.20 25.36 16.96
C -15.66 18.22 13.51
C -17.79 18.77 9.26
C -20.14 19.33 10.26
C -22.10 18.65 16.71
H -20.45 20.04 11.03
H -16.38 26.01 18.85
H -22.09 24.60 18.41
H -22.04 24.98 16.64
H -15.21 23.13 11.59
H -17.93 24.47 20.95
H -19.94 25.44 15.60
H -15.59 19.35 8.86
H -16.75 22.87 11.12
H -14.38 18.31 15.33
H -20.29 19.23 17.70
H -21.70 15.68 18.04
H -18.45 18.45 12.92
H -19.67 22.71 14.86
H -18.15 17.76 17.03
H -12.57 17.10 14.33
H -19.82 13.80 17.39
H -17.38 14.39 15.86
H -16.16 24.33 18.94
H -17.34 25.75 16.45
H -18.35 21.12 11.40
H -15.10 21.54 9.60
H -19.67 24.33 19.62
H -22.79 17.83 16.47
H -20.56 21.43 15.84
H -16.03 21.99 12.54
H -22.63 19.58 16.88
H -21.75 23.28 17.20
H -16.39 25.10 21.34
H -12.90 14.89 11.59
H -15.55 20.01 15.58
H -21.23 18.31 18.71
H -20.04 20.07 13.81
H -14.75 20.70 10.98
H -11.94 16.45 11.37
H -14.65 16.24 10.86
H -19.19 22.27 16.56
H -17.74 26.17 20.81
H -16.63 17.78 11.63
H -20.65 19.57 9.33
H -11.86 15.53 12.85
H -20.36 18.29 10.49
H -21.73 18.69 15.68
H -17.19 21.70 16.31
H -16.49 15.63 16.65
H -17.07 14.21 17.54
H -18.17 18.00 8.61


No. 6
9
Properties=species:S:1:pos:R:3 method="wB97M-V/def2-TZVPD" charge=+2 total_energy_ha=-530.4560 spin_multiplicity=2 homo_ev="-19.27 / -20.64" s_squared=0.756 lumo_ev="-11.95 / -11.95"
In 0.99 0.34 -0.04
O -0.60 1.33 -0.33
O 4.33 -0.28 -0.01
O -0.18 -1.13 0.52
C -1.34 -0.83 0.14
C -1.62 0.53 -0.25
C 3.23 -0.06 0.01
H -2.49 0.70 -0.90
H -2.31 -0.60 0.86


No. 7
18
Properties=species:S:1:pos:R:3 method="wB97M-V/def2-TZVPD" charge=+1 total_energy_ha=-1382.6211 spin_multiplicity=1 homo_ev="-12.51 / -12.40" lumo_ev="-4.65 / -5.01"
Cl -2.06 -1.51 -0.30
Cl 0.20 -1.88 -2.92
F 0.13 -2.51 0.23
O -0.80 0.88 -2.83
N 0.40 -0.22 2.77
C -0.23 0.61 -1.63
C -0.03 1.60 -0.71
C -0.38 -1.43 -0.39
C 0.35 -0.76 -1.46
C 0.21 0.29 1.44
C 0.28 1.41 0.75
H 0.60 -1.21 2.72
H 1.20 0.23 3.18
H -0.24 2.63 -0.83
H 1.35 -0.78 -1.28
H -0.29 0.12 3.38
H 0.52 2.42 1.06
H -1.22 0.09 -3.18


No. 8
91
Properties=species:S:1:pos:R:3 method="wB97M-V/def2-TZVPD" charge=+3 total_energy_ha=-17783.9213 spin_multiplicity=3 homo_ev="-15.54 / -15.55" s_squared=2.010 lumo_ev="-9.61 / -11.94"
W 0.08 -0.28 0.41
Br -0.20 1.88 -1.44
Br 5.49 3.73 0.15
Br 1.87 3.56 1.38
Br 2.94 0.76 -0.62
Br -0.35 5.83 -0.94
Br 3.30 6.97 0.07
P 1.95 -3.50 0.46
O 0.13 1.22 1.43
O -1.58 2.58 1.10
O -3.53 0.48 0.66
O -1.60 -0.19 -0.18
N 2.06 -2.94 -2.28
N 3.49 -2.06 2.40
N 0.83 -1.42 -1.17
N -0.59 -4.48 1.20
N 1.73 -0.92 1.70
N -1.07 -0.36 2.95
N -0.54 -2.27 0.90
C -3.71 1.92 -2.03
C -1.66 1.01 2.95
C -3.17 0.65 -1.74
C -0.16 -5.85 1.31
C 2.45 -2.06 1.56
C -1.84 -2.69 1.11
C -3.63 2.39 -3.33
C -2.88 0.30 -0.35
C 0.66 -1.27 -2.55
C 2.39 -0.20 2.67
C -1.87 -4.03 1.29
C 3.47 -0.90 3.11
C -2.71 0.30 -4.07
C 0.21 -3.41 0.98
C -4.32 2.77 -0.97
C -2.76 -0.20 -2.79
C 3.00 -4.00 -2.55
C 1.41 -2.20 -3.21
C 4.49 -3.09 2.51
C 1.75 -2.45 -1.04
C -2.49 -1.66 -2.55
C 3.01 4.30 -3.66
C -3.09 1.62 -4.36
C -1.06 1.72 1.75
C -2.95 2.16 -5.74
B 4.04 3.27 -2.74
B 4.03 5.04 -2.52
B 2.93 2.58 -1.52
B 2.39 2.80 -3.20
B 1.32 3.17 -1.85
B 1.36 4.26 -3.24
B 2.39 5.64 -2.82
B 2.28 3.91 -0.50
B 4.00 3.94 -1.08
B 2.96 5.46 -1.13
B 1.26 4.95 -1.58
H 4.97 2.75 -3.21
H 3.26 4.44 -4.70
H -0.98 -6.46 1.69
H -0.38 -0.42 3.71
H -3.66 2.92 -0.12
H 0.68 -5.93 2.00
H 0.15 -6.23 0.33
H -4.00 3.37 -3.56
H -1.80 -1.02 3.20
H 2.22 1.94 -3.97
H -2.70 -4.68 1.48
H -3.86 1.97 -6.30
H -5.22 2.28 -0.59
H -2.67 -2.00 1.10
H -2.75 0.98 2.83
H 2.58 -4.97 -2.27
H -2.79 3.23 -5.73
H 2.05 0.78 2.98
H 4.95 5.67 -2.86
H 1.52 -2.37 -4.26
H 4.07 -3.99 2.96
H -2.03 -2.11 -3.43
H 5.32 -2.75 3.13
H -2.40 -0.34 -4.88
H 3.23 -4.02 -3.61
H -1.87 -1.86 -1.67
H 2.24 6.66 -3.36
H -3.45 -2.17 -2.40
H 4.87 -3.35 1.52
H 4.21 -0.65 3.85
H 3.92 -3.84 -1.99
H -2.14 1.67 -6.27
H 0.52 4.36 -4.03
H -4.61 3.74 -1.37
H 0.00 -0.54 -2.97
H -1.43 1.57 3.86